[1]
16
Properties=species:S:1:pos:R:3:lowdin_charge:R:1 method="wB97M-V/def2-TZVPD" energy_ha=-437.10140 total_charge=0 multiplicity=1 max_force_ev_per_a=5.61
C -1.113 0.451 1.353 -0.0590
N 0.027 0.827 0.521 0.0812
C 0.198 -0.126 -0.585 -0.6588
O 0.012 -1.331 -0.418 0.1088
O 1.285 0.223 -1.369 0.0923
H -2.039 0.328 0.808 0.0988
H -1.234 1.221 2.121 0.0982
H -0.881 -0.515 1.804 0.0932
H -0.242 1.631 -0.140 0.0474
H -0.578 0.360 -1.381 0.3093
H -0.138 2.976 -1.982 0.0166
H 1.267 1.199 -1.409 0.0980
O -0.333 2.161 -1.500 -0.2697
H 0.981 -2.419 0.531 -0.0239
H 1.411 -3.891 0.551 0.0328
O 1.379 -3.098 1.093 -0.0652


[2]
10
Properties=species:S:1:pos:R:3:lowdin_charge:R:1 method="wB97M-V/def2-TZVPD" energy_ha=-387.92680 total_charge=+2 multiplicity=1 max_force_ev_per_a=4.00
C -1.118 0.165 -1.018 -0.1681
N -1.409 0.727 0.121 0.2769
N -0.868 1.070 1.110 0.0687
N -0.911 1.352 2.214 0.4419
N 0.756 -0.440 -0.422 0.1434
N 1.515 -1.224 -0.863 0.1663
O -1.324 0.122 -2.133 0.3689
H -0.210 1.571 3.034 0.2931
H 1.165 -1.817 -1.650 0.1989
H 2.404 -1.526 -0.393 0.2100


[3]
58
Properties=species:S:1:pos:R:3:lowdin_charge:R:1 method="wB97M-V/def2-TZVPD" energy_ha=-3911.46952 total_charge=0 multiplicity=1 max_force_ev_per_a=0.54 smiles="C[C@@H](NC(=O)C(=O)NCCN1CCN(C(=O)c2ccccc2Br)CC1)c1ccccc1"
C 4.955 -0.834 2.603 -0.0261
C 4.470 -0.771 1.154 -0.3106
N 3.763 0.470 0.919 0.1207
C 2.519 0.561 0.447 -0.3955
O 1.775 -0.365 0.168 0.0614
C 2.076 2.024 0.305 -0.4062
O 2.796 2.949 0.645 0.0601
N 0.860 2.114 -0.230 0.0822
C 0.082 3.314 -0.381 -0.1438
C -1.302 3.079 0.241 -0.1678
N -1.838 1.825 -0.257 -0.1952
C -2.680 1.109 0.680 -0.1637
C -2.923 -0.304 0.141 -0.1131
N -3.520 -0.233 -1.170 -0.0433
C -4.728 -0.711 -1.524 -0.4831
O -5.194 -0.597 -2.641 0.0759
C -5.495 -1.436 -0.451 -0.2028
C -5.415 -2.819 -0.343 -0.0173
C -6.200 -3.498 0.573 -0.0717
C -7.081 -2.802 1.385 -0.0783
C -7.180 -1.426 1.285 -0.1198
C -6.389 -0.758 0.366 -0.5927
Br -6.518 1.138 0.241 0.8042
C -2.741 0.545 -2.107 -0.1044
C -2.510 1.944 -1.538 -0.1509
C 5.627 -0.923 0.192 -0.1883
C 5.754 -2.073 -0.575 -0.0323
C 6.820 -2.225 -1.445 -0.0824
C 7.769 -1.224 -1.561 -0.0926
C 7.647 -0.072 -0.804 -0.0803
C 6.584 0.077 0.069 -0.0392
H 5.657 -0.028 2.804 0.0779
H 5.455 -1.782 2.783 0.0856
H 4.113 -0.745 3.286 0.0817
H 3.739 -1.567 0.973 0.1419
H 4.229 1.352 1.094 0.1383
H 0.366 1.242 -0.398 0.1269
H -0.014 3.558 -1.445 0.1164
H 0.606 4.131 0.119 0.1239
H -1.184 2.996 1.324 0.1232
H -1.960 3.935 0.032 0.1259
H -2.165 1.037 1.640 0.1262
H -3.647 1.616 0.835 0.0904
H -3.566 -0.865 0.820 0.1251
H -1.958 -0.818 0.057 0.1346
H -4.734 -3.355 -0.987 0.1251
H -6.127 -4.572 0.650 0.1048
H -7.698 -3.329 2.097 0.1056
H -7.866 -0.873 1.910 0.1002
H -3.293 0.590 -3.047 0.1256
H -1.777 0.050 -2.267 0.1345
H -1.881 2.512 -2.224 0.1205
H -3.480 2.463 -1.438 0.1321
H 5.012 -2.854 -0.491 0.1135
H 6.907 -3.126 -2.035 0.1022
H 8.599 -1.340 -2.242 0.1007
H 8.383 0.714 -0.892 0.1029
H 6.502 0.982 0.655 0.1110


[4]
13
Properties=species:S:1:pos:R:3:lowdin_charge:R:1 method="wB97M-V/def2-TZVPD" energy_ha=-211.66886 total_charge=+1 multiplicity=1 max_force_ev_per_a=1.02 smiles="C=[NH+]/C=C/C"
C 2.320 1.104 -0.169 0.1858
N 1.239 0.634 -0.646 0.0476
C 0.346 -0.194 0.073 -0.0896
C -0.919 -0.337 -0.311 -0.0891
C -1.964 -0.978 0.514 -0.0589
H 2.902 1.849 -0.698 0.1292
H 2.544 0.841 0.857 0.1276
H 0.878 0.931 -1.552 0.1867
H 0.635 -0.590 1.040 0.1424
H -1.251 0.096 -1.256 0.1293
H -1.517 -1.629 1.263 0.0921
H -2.553 -0.197 0.998 0.1033
H -2.660 -1.532 -0.112 0.0937